# 1
{
  "formula": "C4H7F2N",
  "method": "ωB97M-V/def2-TZVPD",
  "symbols": ["H", "H", "F", "C", "F", "H", "N", "H", "H", "C", "C", "C", "H", "H"],
  "positions_angstrom": [[-0.178, 1.381, -1.653], [2.249, -1.367, 0.129], [0.227, 2.026, 0.343], [-0.455, -0.494, 0.877], [-2.488, -0.313, -0.356], [2.432, -0.123, -0.972], [1.972, -0.348, -0.029], [0.153, -1.130, -1.035], [0.029, -0.325, 1.747], [0.517, -0.384, -0.345], [-1.444, 0.495, 0.157], [-0.222, 0.987, -0.626], [-1.915, 1.133, 0.817], [-0.876, -1.537, 0.947]],
  "mulliken_charge": [0.403, 0.292, -0.321, -1.022, -0.341, 0.268, -0.667, 0.337, 0.392, -0.012, 0.069, -0.135, 0.408, 0.329],
  "orbital_gap_ev": 11.0,
  "e_tot_ev": -11184.4610,
  "total_charge": 0,
  "smiles": "N[C@H]1C[C@H](F)[C@H]1F"
}



# 2
{
  "formula": "C12H25O4PPd",
  "method": "ωB97M-V/def2-TZVPD",
  "symbols": ["H", "P", "C", "C", "C", "C", "H", "C", "H", "H", "C", "H", "H", "O", "H", "H", "H", "C", "H", "C", "H", "C", "C", "H", "H", "H", "O", "H", "C", "H", "H", "H", "H", "H", "H", "H", "C", "H", "O", "Pd", "H", "O", "H"],
  "positions_angstrom": [[0.603, -0.250, 2.705], [-0.038, -0.010, -2.660], [2.516, 0.487, -3.734], [-1.817, 0.330, -4.775], [-1.730, 0.410, -3.252], [0.259, -1.726, -3.276], [0.342, 2.954, -2.587], [1.278, 2.476, -2.885], [1.774, 3.144, -3.600], [3.017, 0.354, -2.765], [-2.213, 1.770, -2.740], [1.927, 2.410, -2.004], [-1.593, 2.589, -3.128], [0.364, 0.683, 2.589], [-2.369, -0.371, -2.811], [1.941, -3.071, -3.316], [-2.857, 0.122, -5.051], [1.129, 1.110, -3.560], [-1.588, -2.486, -2.335], [-1.846, -0.585, -0.212], [-1.543, 1.287, -5.232], [1.435, -2.431, -2.578], [-1.004, -2.605, -3.258], [-1.197, -0.456, -5.221], [-0.707, -3.660, -3.322], [-1.662, -2.396, -4.111], [-0.420, 3.189, 0.237], [2.181, -1.750, -2.154], [1.981, -0.007, -0.270], [-0.606, 0.731, 2.715], [0.361, -2.108, -0.214], [0.166, -1.766, 0.468], [0.667, 1.246, -4.552], [0.541, -1.559, -4.329], [-2.233, 1.827, -1.646], [2.493, -0.471, -4.262], [-0.292, 2.088, -0.019], [3.119, 1.188, -4.326], [3.064, 0.112, 0.084], [-0.002, 0.152, -0.361], [1.084, -3.082, -1.768], [-2.957, -0.817, -0.024], [-3.239, 1.923, -3.106]],
  "mulliken_charge": [0.348, 0.669, -1.166, -1.506, 0.489, 0.325, 0.326, -1.262, 0.450, 0.369, -1.177, 0.362, 0.341, -0.500, 0.615, 0.369, 0.405, 0.601, 0.377, 0.178, 0.496, -1.712, -1.381, 0.530, 0.452, 0.414, -0.006, 0.472, 0.203, 0.369, 0.004, 0.141, 0.469, 0.792, 0.275, 0.441, 0.056, 0.409, -0.026, 0.045, 0.562, -0.048, 0.431],
  "orbital_gap_ev": [9.4, 3.4],
  "e_tot_ev": -33750.3282,
  "total_charge": 4,
  "multiplicity": 5
}



Respective strongest force on any atom values: 4.66, 6.92 eV Å⁻¹.